No. 1
ORCA calculation (wB97M-V/def2-TZVPD) on one molecule with the formula C17H18N2S2.

Calculated values
**Calculated total energy**: -42560.457 eV
**LUMO level**: 0.1 eV
**SMILES string**: C=CCc1cc2c(cc1S)Sc1ccccc1N2CNC
**Energy above the lowest of the compared OMol25 structures with the same formula, charge and spin**: 12.3517 eV

Geometry as XYZ:
```
39
Properties=species:S:1:pos:R:3:forces:R:3
C 4.064 -4.748 0.609 -1.3 2.3 0.5
C 3.363 -3.493 0.648 0.8 -1.4 -0.8
C 2.814 -2.741 -0.684 1.0 1.4 0.9
C 2.242 -1.267 -0.328 -0.6 1.8 0.5
C 0.743 -0.914 -0.477 2.3 2.4 1.4
C 0.198 0.513 -0.078 4.0 -2.0 0.1
C 1.247 1.513 0.455 0.4 -2.3 -1.0
C 2.771 1.200 0.572 -1.9 -2.9 -1.2
C 3.287 -0.217 0.176 -3.8 1.5 -0.4
S 5.109 -0.620 0.320 -1.4 0.5 -1.0
S 0.699 3.191 0.991 -1.0 -1.0 -1.0
C -0.939 3.375 0.143 -2.2 0.1 -1.4
C -1.512 4.825 -0.047 -2.6 -2.3 -1.4
C -2.910 5.041 -0.731 2.0 -4.1 0.7
C -3.646 3.769 -1.216 2.5 -0.4 1.4
C -3.062 2.345 -1.054 1.7 2.9 1.3
C -1.669 2.108 -0.355 -2.7 3.5 -1.0
N -1.248 0.708 -0.222 2.0 2.2 1.7
C -2.057 -0.067 0.769 -1.8 -0.6 -0.5
N -3.026 -0.911 -0.038 1.1 -0.4 1.4
C -3.055 -2.321 0.443 -1.0 -0.9 -0.8
H 3.674 -5.579 1.289 1.6 1.5 -0.1
H 5.004 -4.896 -0.023 -2.2 -0.3 -0.1
H 3.196 -2.932 1.643 -1.0 -1.6 -1.5
H 2.016 -3.368 -1.205 1.1 0.8 0.9
H 3.695 -2.594 -1.396 -1.2 -0.3 0.7
H -0.010 -1.698 -0.847 1.4 1.4 0.6
H 3.513 1.980 0.978 -1.4 -1.3 -0.8
H 5.538 -0.574 -1.020 -0.8 0.1 1.2
H -0.970 5.765 0.322 -0.6 -1.9 -0.5
H -3.371 6.082 -0.871 0.9 -1.8 0.3
H -4.677 3.871 -1.700 1.7 -0.2 0.8
H -3.681 1.452 -1.419 1.2 1.5 0.6
H -2.700 0.615 1.427 1.3 -0.6 -0.8
H -1.414 -0.753 1.413 -0.7 1.1 -1.0
H -3.956 -0.477 -0.059 0.6 -0.5 0.3
H -2.048 -2.860 0.266 -1.5 1.1 0.4
H -3.398 -2.446 1.528 0.6 0.1 -1.3
H -3.824 -2.877 -0.221 1.2 0.8 1.2
```
Forces are in eV/Å.

---

No. 2
ORCA calculation (wB97M-V/def2-TZVPD) on C19H35IN4OS4Si2Sr as an isolated structure.

Calculated values
**Calculated total energy**: -96320.548 eV
**LUMO level**: 4.2 eV
**Energy above the lowest of the compared OMol25 structures with the same formula, charge and spin**: 0.6670 eV
**Total charge**: -2

Geometry as XYZ:
```
67
Properties=species:S:1:pos:R:3:forces:R:3
Sr 1.859 -1.477 0.796 0.1 -0.7 -0.3
N 0.422 0.227 2.105 -0.1 0.2 0.0
C 1.042 1.437 2.631 0.0 0.0 0.2
C 2.536 1.215 2.893 -0.1 0.0 -0.1
N 3.225 0.538 1.798 0.3 0.1 0.0
C 3.569 1.345 0.613 -0.1 0.1 0.3
C 2.426 1.446 -0.383 0.0 0.1 -0.5
N 2.297 0.215 -1.181 0.0 0.1 0.3
H -0.435 0.384 1.570 -0.1 0.2 0.0
H 0.215 -0.443 2.842 0.0 0.1 0.1
H 0.603 1.771 3.581 -0.1 0.0 -0.1
H 0.887 2.253 1.926 0.0 0.0 -0.1
H 2.623 0.564 3.768 0.0 0.0 0.0
H 3.007 2.178 3.148 0.0 0.0 0.0
H 4.081 0.137 2.162 0.0 -0.1 -0.1
H 4.402 0.866 0.096 0.1 0.0 0.1
H 3.887 2.356 0.911 -0.1 0.0 0.0
H 2.600 2.327 -1.014 0.0 0.0 0.0
H 1.484 1.601 0.132 -0.2 0.1 0.1
H 3.196 0.070 -1.665 -0.1 0.0 0.0
H 1.580 0.340 -1.889 0.0 -0.1 0.0
C -4.894 -0.128 1.078 0.0 0.0 0.0
Si -3.108 -0.784 1.150 0.1 0.1 0.0
C -3.274 -2.627 0.823 0.0 0.0 0.0
C -2.639 -0.646 2.979 0.0 0.0 0.0
C -2.069 0.124 -0.073 0.0 0.0 -0.1
C -1.237 -0.643 -0.943 -0.1 0.0 0.0
C -1.029 -0.312 -2.323 0.1 -0.1 0.0
C -0.300 -1.119 -3.156 -0.1 0.0 0.1
C 0.247 -2.314 -2.666 0.0 0.0 0.0
C 0.026 -2.578 -1.335 0.0 0.0 0.0
N -0.630 -1.780 -0.478 0.2 0.0 0.0
Si -2.465 1.871 -0.427 0.0 0.0 0.1
C -1.090 2.838 -1.310 0.0 0.0 0.0
C -2.723 2.811 1.200 -0.1 0.0 0.0
C -4.004 2.226 -1.482 0.0 0.0 0.0
H -5.517 -0.671 1.796 0.0 0.0 0.0
H -5.309 -0.287 0.078 0.0 0.0 0.0
H -4.980 0.937 1.306 0.0 0.0 0.0
H -4.078 -3.022 1.453 0.0 0.0 0.0
H -2.348 -3.148 1.063 0.0 0.0 0.0
H -3.522 -2.835 -0.221 0.0 0.0 0.0
H -3.470 -1.008 3.594 0.0 0.0 0.0
H -2.413 0.379 3.285 0.0 0.0 0.0
H -1.773 -1.273 3.204 0.0 0.0 0.0
H -1.506 0.571 -2.724 0.0 0.1 0.0
H -0.163 -0.841 -4.195 0.0 0.0 0.0
H 0.832 -2.984 -3.279 0.0 0.0 0.0
H 0.437 -3.491 -0.899 0.0 0.0 0.0
H -0.095 2.474 -1.046 0.0 0.0 0.0
H -1.151 3.891 -1.016 0.0 0.0 0.0
H -1.175 2.800 -2.398 0.0 0.0 0.0
H -1.775 2.911 1.734 0.0 0.0 0.0
H -3.419 2.301 1.870 0.0 0.0 0.0
H -3.111 3.818 1.013 0.0 0.0 0.0
H -3.933 1.705 -2.440 0.0 0.0 0.0
H -4.096 3.298 -1.686 0.0 0.0 0.0
H -4.920 1.891 -0.993 0.0 0.0 0.0
O 5.052 -4.672 -4.694 0.0 0.0 0.0
C 5.038 -3.807 -3.836 0.0 0.0 0.0
S 4.712 -4.095 -2.136 0.0 -0.1 0.0
C 4.868 -2.435 -1.541 -0.2 0.1 -0.1
C 5.155 -1.493 -2.471 0.0 -0.1 0.1
S 5.387 0.228 -2.333 0.1 0.0 0.0
S 5.338 -2.103 -4.127 0.0 0.0 0.0
S 4.628 -2.304 0.197 0.1 0.1 0.0
I 0.994 -3.022 3.566 0.0 0.0 0.1
```
Forces are in eV/Å.

---

No. 3
ORCA calculation (wB97M-V/def2-TZVPD) on an isolated ion of composition C4H7N2O and charge +1.

Calculated values
**Calculated total energy**: -9281.946 eV
**LUMO level**: -4.3 eV
**SMILES string**: [NH2+]=C1C=C[C@H](O)N1
**Energy above the lowest of the compared OMol25 structures with the same formula, charge and spin**: 0.8440 eV
**Total charge**: +1

Geometry as XYZ:
```
14
Properties=species:S:1:pos:R:3:forces:R:3
N -2.090 0.458 0.297 0.0 -0.4 0.4
C -0.841 0.042 0.210 -2.9 -0.9 -0.7
C -0.414 -1.349 0.163 -0.1 -0.8 1.4
C 0.890 -1.339 0.017 2.1 -0.3 -0.5
C 1.369 0.078 -0.275 -2.2 -0.5 -2.8
O 2.275 0.513 0.532 3.3 1.3 2.8
N 0.098 0.858 -0.102 1.8 2.2 -0.3
H -2.912 0.033 0.675 0.1 -0.9 0.1
H -2.220 1.370 -0.015 -0.6 1.8 -0.3
H -0.974 -2.247 0.416 -0.3 0.5 -0.2
H 1.612 -2.196 0.092 -0.9 1.0 -0.3
H 1.685 0.257 -1.325 -0.5 -0.7 0.1
H 2.746 1.243 0.121 0.4 0.0 0.3
H 0.094 1.934 -0.079 -0.2 -2.5 0.0
```
Forces are in eV/Å.

---

No. 4
ORCA calculation (wB97M-V/def2-TZVPD) on a 4-piece molecular cluster, C8H11N4O9 overall.

Calculated values
**Calculated total energy**: -32852.119 eV
**LUMO level**: 1.9 eV
**Total charge**: -1

Geometry as XYZ:
```
32
Properties=species:S:1:pos:R:3:forces:R:3
N 21.560 10.867 -19.327 0.5 -0.7 0.2
O 22.708 10.382 -19.528 -1.0 0.6 0.1
O 20.798 10.343 -18.476 0.4 0.5 -0.6
O 21.186 11.888 -19.969 0.0 -0.2 0.2
C 20.227 14.083 -21.661 -0.9 0.0 0.1
N 21.169 13.370 -22.560 0.0 0.3 0.6
O 20.706 12.579 -23.345 -0.2 -0.3 -0.3
O 22.325 13.713 -22.504 0.4 0.1 -0.1
H 19.966 14.985 -22.215 0.1 0.1 0.2
H 20.640 14.289 -20.682 0.5 0.0 -0.2
H 19.327 13.493 -21.514 0.2 -0.2 -0.2
C 22.982 12.141 -16.317 0.4 0.4 0.7
N 24.120 11.207 -16.075 -0.1 -0.1 -0.4
O 23.990 10.053 -16.371 -0.4 -0.7 -0.2
O 25.126 11.655 -15.560 0.4 0.6 0.3
H 23.386 13.107 -16.028 -0.2 0.1 -0.2
H 22.219 11.851 -15.601 -0.2 -0.1 -0.3
H 22.637 12.112 -17.344 0.0 -0.3 0.0
C 16.597 16.221 -19.454 -0.2 -0.4 0.4
C 17.965 16.460 -19.282 -1.0 -0.1 -0.7
C 18.795 15.483 -18.752 -0.7 0.8 0.5
C 18.190 14.318 -18.269 0.8 0.1 -0.7
C 16.861 14.039 -18.472 -0.7 0.2 0.0
C 16.050 15.010 -19.054 0.3 0.0 0.3
N 19.055 13.313 -17.635 0.6 -0.3 -0.4
O 18.645 12.185 -17.544 -0.5 0.0 0.3
O 20.164 13.686 -17.302 0.0 0.2 0.3
H 15.917 16.970 -19.838 0.2 0.2 -0.1
H 18.303 17.424 -19.640 0.5 -0.1 0.2
H 19.832 15.745 -18.614 0.1 -0.6 0.1
H 16.381 13.124 -18.159 0.5 -0.2 0.1
H 14.990 14.804 -19.105 0.0 0.1 -0.3
```
Forces are in eV/Å.

---

No. 5
ORCA calculation (wB97M-V/def2-TZVPD) on a 2-piece molecular cluster, C3H9N overall.

Calculated values
**Calculated total energy**: -4746.028 eV
**LUMO level**: 0.9 eV
**SMILES string**: C=CC.N
**Energy above the lowest of the compared OMol25 structures with the same formula, charge and spin**: 1.0813 eV

Geometry as XYZ:
```
13
Properties=species:S:1:pos:R:3:forces:R:3
C 1.158 -1.876 -1.229 -1.1 0.3 -0.8
C 0.896 -0.977 -0.291 1.4 0.0 0.7
C 1.797 -0.709 0.912 -0.3 0.1 -0.5
H 0.529 -1.842 -2.116 -0.2 -0.4 0.1
H 1.888 -2.671 -1.244 0.5 0.4 0.3
H 0.002 -0.368 -0.311 0.0 0.1 -0.5
H 1.704 -1.566 1.577 0.2 0.3 0.5
H 2.847 -0.510 0.680 -0.1 -0.6 -0.4
H 1.522 0.239 1.368 -0.5 -0.2 0.5
N -3.230 2.467 0.383 -0.5 0.6 0.0
H -3.253 3.475 0.264 0.0 0.0 0.2
H -2.262 2.223 0.499 0.3 -0.3 -0.2
H -3.597 2.115 -0.492 0.3 -0.3 0.0
```
Forces are in eV/Å.

---

No. 6
ORCA calculation (wB97M-V/def2-TZVPD) on one molecule with the formula C15H9ClN2O2.

Calculated values
**Calculated total energy**: -35297.662 eV
**LUMO level**: -1.1 eV
**SMILES string**: O=c1c(=NNc2ccccc2Cl)c(=O)c2ccccc12

Geometry as XYZ:
```
29
Properties=species:S:1:pos:R:3:forces:R:3
O -0.757 -2.600 1.617 -0.5 1.4 -0.3
C -1.225 -1.536 1.218 1.2 -3.2 0.7
C -0.547 -0.478 0.498 2.9 1.2 -1.1
N 0.751 -0.475 0.177 -0.9 0.6 -0.1
N 1.282 0.530 -0.524 -1.5 -0.4 0.7
C 2.630 0.582 -0.865 0.3 0.5 -0.3
C 3.508 -0.430 -0.518 0.6 -0.8 0.5
C 4.850 -0.393 -0.853 0.1 1.3 -0.1
C 5.379 0.738 -1.511 -1.1 -0.4 0.4
C 4.505 1.778 -1.878 -0.1 -0.7 0.2
C 3.125 1.701 -1.571 1.0 -0.2 -0.2
Cl 2.059 3.012 -2.087 0.4 -0.7 0.3
C -1.544 0.513 0.129 0.9 1.5 -1.2
O -1.363 1.521 -0.546 0.1 -0.2 0.3
C -2.799 0.043 0.643 -3.4 0.7 -0.2
C -4.103 0.580 0.493 0.1 -0.5 0.3
C -5.214 -0.122 0.998 0.6 0.6 -0.2
C -5.032 -1.340 1.644 0.9 -0.5 0.3
C -3.733 -1.864 1.782 -0.3 0.4 -0.5
C -2.645 -1.171 1.247 -1.1 -0.5 1.0
H 0.723 1.338 -0.804 -0.3 -0.3 0.2
H 3.202 -1.261 0.119 -0.4 0.3 -0.4
H 5.485 -1.185 -0.479 0.1 0.0 -0.2
H 6.450 0.801 -1.667 -0.2 0.1 -0.2
H 4.935 2.609 -2.435 -0.5 0.0 0.2
H -4.268 1.512 -0.022 0.2 0.2 -0.1
H -6.219 0.298 0.905 0.4 -0.1 -0.1
H -5.884 -1.888 2.047 0.3 0.2 -0.1
H -3.550 -2.812 2.243 0.0 -0.4 0.3
```
Forces are in eV/Å.

---

> Look up the LUMO level of the sixth one.

-1.1 eV

---

> Which formula does entry 5 have?

C3H9N

---

> Number 4 is which compound?

C8H11N4O9

---

> Which of these has the lowest calculated total energy?

C19H35IN4OS4Si2Sr